(1)
The following is a DFT calculation (the ωB97M-V functional and the def2-TZVPD basis) of C5H6N2O in the gas phase in a non-equilibrium geometry.

Structure (XYZ):
```
14
Properties=species:S:1:pos:R:3:forces:R:3
C -1.124 -1.217 -0.162 -0.640 0.452 0.581
C 0.806 1.537 1.011 -1.005 0.177 0.772
C 0.958 0.425 0.036 -0.240 -0.497 0.541
C 0.771 -0.054 -1.372 -0.699 -1.198 0.022
C -0.296 -0.916 -1.392 1.028 0.541 0.086
H -1.877 -0.197 1.450 0.529 -0.237 -0.406
H 0.777 2.593 0.762 -0.078 -0.144 -0.056
H 1.054 1.321 2.065 0.512 0.014 -0.707
H 1.373 -0.375 0.669 -0.123 -0.187 -0.465
H 1.490 0.073 -2.188 -0.487 0.045 0.182
H -0.642 -1.519 -2.235 0.404 0.359 0.101
N -0.978 -0.372 0.979 -0.024 -0.024 0.061
N -0.368 0.805 0.496 0.678 1.004 -0.378
O -1.943 -2.104 -0.119 0.144 -0.303 -0.333
```
Forces are in eV/Å.

Output
Charge ... 0
Structure (SMILES) ... O=C1C=C[C@H]2CN2N1
Energy relative to the best compared isomer or geometry (same formula, charge and spin) ... 80.9 kcal/mol
E_LUMO ... 0.38 eV
Electronic energy ... -10306.0953 eV
HOMO-LUMO gap ... 9.131 eV

(2)
The following is a DFT calculation (the ωB97M-V functional and the def2-TZVPD basis) of C5H6N2O in the gas phase in a non-equilibrium geometry.

Structure (XYZ):
```
14
Properties=species:S:1:pos:R:3:forces:R:3
C 2.045 -0.443 0.009 0.781 0.001 -0.938
C -0.228 -0.888 0.059 -1.199 0.958 -0.653
C -2.381 -0.897 -0.058 0.692 -1.348 1.189
C -0.770 0.545 -0.014 0.630 0.410 1.151
C -0.133 1.724 -0.020 0.083 -0.503 0.224
H 2.165 0.148 0.925 -0.501 0.073 -0.085
H 2.976 -1.002 -0.061 -0.064 -0.223 -0.069
H 2.030 0.213 -0.895 -0.035 -0.146 0.667
H -3.431 -1.190 -0.071 0.339 0.069 -0.132
H -0.598 2.702 -0.095 -0.310 -0.339 0.071
H 0.938 1.723 0.149 -0.301 0.016 -0.382
N 0.929 -1.360 -0.022 0.525 0.183 0.683
N -1.376 -1.715 0.028 -1.586 1.224 -0.578
O -2.167 0.441 0.065 0.947 -0.378 -1.149
```
Forces are in eV/Å.

Output
Charge ... 0
Structure (SMILES) ... C=C1OC=N/C1=N/C
Energy relative to the best compared isomer or geometry (same formula, charge and spin) ... 32.4 kcal/mol
E_LUMO ... 0.02 eV
Electronic energy ... -10308.1995 eV
HOMO-LUMO gap ... 9.378 eV

(3)
The following is a DFT calculation (the ωB97M-V functional and the def2-TZVPD basis) of 2 unconnected molecules or ions with the total composition C5H6N2O in a non-equilibrium geometry.

Structure (XYZ):
```
14
Properties=species:S:1:pos:R:3:forces:R:3
C 0.090 -0.878 1.457 -0.598 -0.108 0.440
C -1.593 0.361 -1.042 -0.134 0.097 0.197
C -0.557 1.147 -0.277 -1.403 0.346 0.192
C 1.303 -1.054 1.023 0.672 -0.371 -0.031
N 2.438 -1.280 0.689 0.323 -0.415 0.327
C 0.785 0.914 -0.775 1.083 0.356 -0.269
O -0.803 1.967 0.574 0.279 -0.275 -0.422
N 1.831 0.748 -1.219 -0.049 0.136 -0.212
H 2.886 -0.799 -0.085 -0.253 0.204 -0.107
H -0.113 -0.184 2.253 0.076 0.198 0.093
H -0.716 -1.512 1.135 -0.067 -0.182 -0.175
H -2.506 0.284 -0.456 0.008 0.009 0.032
H -1.817 0.910 -1.957 0.025 0.035 -0.066
H -1.226 -0.624 -1.320 0.038 -0.028 0.001
```
Forces are in eV/Å.

Output
Charge ... 0
Structure (SMILES) ... CC(=O)C#N.C=C=N
Energy relative to the best compared isomer or geometry (same formula, charge and spin) ... 47.9 kcal/mol
E_LUMO ... -0.21 eV
Electronic energy ... -10307.5272 eV
HOMO-LUMO gap ... 9.113 eV

(4)
The following is a DFT calculation (the ωB97M-V functional and the def2-TZVPD basis) of C5H6N2O in the gas phase in a non-equilibrium geometry.

Structure (XYZ):
```
14
Properties=species:S:1:pos:R:3:forces:R:3
C -1.120 -0.044 -0.105 0.700 0.277 -1.400
C -0.091 -0.996 0.336 -0.541 -0.361 3.706
C 0.179 0.197 1.524 -0.373 -1.274 1.201
C -0.374 1.210 0.392 -1.824 -1.489 0.807
C 1.456 0.145 -0.768 1.383 4.211 0.274
H -0.326 -2.065 0.367 -1.258 0.409 1.414
H -0.506 -0.314 2.375 1.671 2.437 -1.376
H 1.363 0.383 1.688 -2.972 -0.724 0.147
H -0.838 2.255 0.424 0.580 -1.746 0.743
H 2.639 0.346 -1.093 -3.647 -0.742 0.235
H 1.867 -1.783 0.220 -2.434 2.790 -2.030
N 0.608 1.225 -0.646 4.785 -2.624 -1.260
N 1.106 -1.058 -0.267 6.083 -1.689 -1.907
O -2.062 -0.383 -0.733 -2.154 0.525 -0.553
```
Forces are in eV/Å.

Output
Charge ... 0
Structure (SMILES) ... O=C1[C@@H]2C[C@H]1N=CN2
Energy relative to the best compared isomer or geometry (same formula, charge and spin) ... 111.7 kcal/mol
E_LUMO ... 0.39 eV
Electronic energy ... -10304.7596 eV
HOMO-LUMO gap ... 8.740 eV

(5)
The following is a DFT calculation (the ωB97M-V functional and the def2-TZVPD basis) of C5H6N2O in the gas phase in a non-equilibrium geometry.

Structure (XYZ):
```
14
Properties=species:S:1:pos:R:3:forces:R:3
C -0.395 -0.094 1.914 -1.152 -3.003 4.238
C -0.779 0.531 0.744 -2.263 3.841 -2.105
C 0.290 1.227 -0.043 2.297 -0.652 -1.850
C 0.122 0.251 -1.180 -1.817 -0.543 -0.552
C 0.810 -1.130 -0.983 0.362 0.297 2.017
H -1.030 -0.306 2.811 0.091 0.534 -1.018
H 0.599 -0.115 2.262 1.389 0.281 -0.190
H -1.828 0.913 0.506 1.316 -0.576 0.764
H 1.356 1.471 0.348 -2.190 -0.699 -0.660
H -1.034 0.130 -1.153 2.146 -0.962 -1.170
H 1.638 -1.648 -1.534 -0.977 0.802 0.410
N 0.455 -1.653 0.189 -0.634 2.312 -2.984
N -0.698 -0.928 0.716 0.743 -1.210 1.486
O 0.214 1.613 -1.536 0.689 -0.421 1.613
```
Forces are in eV/Å.

Output
Charge ... 0
Structure (SMILES) ... C1=NN2C[C@H]2[C@@H]2O[C@@H]12
Energy relative to the best compared isomer or geometry (same formula, charge and spin) ... 166.1 kcal/mol
E_LUMO ... 0.82 eV
Electronic energy ... -10302.4013 eV
HOMO-LUMO gap ... 10.254 eV

(6)
The following is a DFT calculation (the ωB97M-V functional and the def2-TZVPD basis) of C5H6N2O in the gas phase in a non-equilibrium geometry.

Structure (XYZ):
```
14
Properties=species:S:1:pos:R:3:forces:R:3
C 0.533 1.313 0.119 2.717 0.740 -1.583
C 1.876 0.879 0.035 -5.765 -4.214 0.170
C -1.140 -0.779 -0.232 2.520 1.447 2.022
C -0.066 -1.477 -0.908 -0.833 -0.763 -0.887
C 0.496 -2.299 -1.573 -0.522 0.413 -0.203
H -2.236 1.366 1.102 0.325 -1.173 1.741
H -1.197 0.018 2.148 -1.508 4.080 -2.689
H 0.319 2.492 0.168 0.520 -3.002 -0.176
H 2.190 -0.257 -0.050 -1.234 2.284 0.328
H 2.657 1.431 -0.271 2.336 2.783 -0.253
H 0.721 -2.990 -2.334 0.733 -0.444 -0.124
N -1.314 1.054 1.490 0.656 -3.431 -1.585
N -0.750 0.598 0.048 -0.330 0.252 4.054
O -2.089 -1.351 0.257 0.385 1.027 -0.816
```
Forces are in eV/Å.

Output
Charge ... 0
Structure (SMILES) ... C#CC(=O)N(N)C=C
Energy relative to the best compared isomer or geometry (same formula, charge and spin) ... 145.9 kcal/mol
E_LUMO ... 0.02 eV
Electronic energy ... -10303.2763 eV
HOMO-LUMO gap ... 9.210 eV

(7)
The following is a DFT calculation (the ωB97M-V functional and the def2-TZVPD basis) of C5H6N2O in the gas phase in a non-equilibrium geometry.

Structure (XYZ):
```
14
Properties=species:S:1:pos:R:3:forces:R:3
C 0.039 0.092 -1.077 -0.512 5.167 -2.752
C -0.975 -0.598 -0.250 -0.118 -0.951 -0.466
C -1.213 0.737 0.476 1.297 -0.111 1.744
C 0.304 1.129 0.099 -0.011 -1.232 1.333
C 0.925 -0.694 1.202 0.424 -2.653 1.491
H -1.736 -1.140 -0.813 -0.112 -0.058 0.451
H -1.960 1.444 0.169 -0.220 -0.003 -0.906
H -1.365 0.608 1.583 0.321 -0.065 -0.959
H 0.556 2.177 0.112 -0.037 0.217 -1.140
H 1.474 -1.341 1.883 0.277 -0.004 -0.047
H 0.090 -2.334 0.294 -0.135 0.501 0.329
N 1.284 0.500 1.075 -1.864 0.457 -1.092
N -0.183 -1.420 0.672 0.404 0.396 0.256
O 0.094 0.380 -2.269 0.286 -1.662 1.759
```
Forces are in eV/Å.

Output
Charge ... 0
Structure (SMILES) ... O=C1[C@@H]2C[C@H]1N=CN2
Energy relative to the best compared isomer or geometry (same formula, charge and spin) ... 50.5 kcal/mol
E_LUMO ... 0.55 eV
Electronic energy ... -10307.4143 eV
HOMO-LUMO gap ... 9.349 eV

(8)
The following is a DFT calculation (the ωB97M-V functional and the def2-TZVPD basis) of C5H6N2O in the gas phase in a non-equilibrium geometry.

Structure (XYZ):
```
14
Properties=species:S:1:pos:R:3:forces:R:3
C 2.103 -0.270 0.048 2.166 1.294 0.253
C 1.422 1.177 -0.041 0.170 0.699 -0.731
C -0.021 0.802 -0.029 -1.104 -0.312 0.911
C -1.324 1.136 0.031 1.294 0.606 -0.359
C -0.002 -0.648 -0.001 -0.907 0.531 -0.703
H 2.924 -0.411 -0.698 -0.847 0.048 0.261
H 2.641 -0.388 1.031 -0.516 0.329 -0.731
H 1.759 1.778 0.795 -0.203 0.158 0.280
H 1.584 1.831 -0.942 0.414 -1.019 0.549
H -1.794 2.120 0.122 0.031 -0.568 -0.163
H -2.676 -0.096 0.737 -1.054 -0.335 1.008
N -2.144 -0.024 -0.093 0.649 0.864 -0.564
N 1.089 -1.258 -0.022 -0.324 -1.496 -0.051
O -1.265 -1.131 -0.036 0.231 -0.799 0.041
```
Forces are in eV/Å.

Output
Charge ... 0
Structure (SMILES) ... C1=C2CCN=C2ON1
Energy relative to the best compared isomer or geometry (same formula, charge and spin) ... 57.6 kcal/mol
E_LUMO ... 0.80 eV
Electronic energy ... -10307.1046 eV
HOMO-LUMO gap ... 9.138 eV

(9)
The following is a DFT calculation (the ωB97M-V functional and the def2-TZVPD basis) of a molecular structure, C5H6N2O2 in a non-equilibrium geometry.

Structure (XYZ):
```
15
Properties=species:S:1:pos:R:3:forces:R:3
C -2.474 0.549 -0.375 0.429 0.310 -0.108
C 2.472 -1.004 0.134 0.236 -0.237 0.137
C -0.041 1.638 0.089 -3.577 -2.619 0.717
C 1.170 -0.305 0.186 -0.788 2.260 -1.244
O -1.058 0.454 -0.498 1.190 2.431 -0.013
N 1.113 0.997 0.255 2.062 -0.923 -0.271
C -0.061 -1.052 0.028 0.000 -3.031 2.000
O -0.514 2.642 0.461 0.394 0.188 -0.704
N -0.544 -2.067 0.409 0.335 1.620 -1.077
H -2.904 0.662 -1.374 0.011 -0.010 0.143
H -2.833 -0.381 0.075 0.048 0.125 0.086
H -2.724 1.425 0.229 -0.118 -0.179 0.048
H 2.774 -1.300 1.143 -0.005 -0.014 -0.067
H 2.388 -1.909 -0.471 -0.066 0.061 0.160
H 3.234 -0.348 -0.290 -0.151 0.019 0.193
```
Forces are in eV/Å.

Output
Charge ... 0
Energy relative to the best compared isomer or geometry (same formula, charge and spin) ... 70.2 kcal/mol
E_LUMO ... -1.23 eV
Electronic energy ... -12354.5759 eV
HOMO-LUMO gap ... 8.556 eV

(10)
The following is a DFT calculation (the ωB97M-V functional and the def2-TZVPD basis) of C5H6N2O2 in the gas phase in a non-equilibrium geometry.

Structure (XYZ):
```
15
Properties=species:S:1:pos:R:3:forces:R:3
C -0.034 1.674 0.850 0.544 -0.470 -0.291
C 0.356 1.191 -0.438 0.400 0.257 -2.318
C -0.299 2.592 1.768 0.235 -1.704 -1.523
C -0.488 -1.620 -0.537 -0.303 0.941 -0.257
C 0.869 -1.964 -1.025 1.596 0.925 -0.940
N 0.289 0.212 0.626 0.546 2.130 -0.029
N -0.743 -0.644 0.301 -1.948 -2.750 -0.909
O -1.921 -0.428 0.715 0.522 0.902 0.395
O 0.413 1.188 -1.662 -0.101 0.169 3.432
H -0.650 2.302 2.724 -0.181 0.064 0.830
H -0.166 3.583 1.423 -0.127 1.015 0.143
H -1.435 -1.889 -1.023 0.669 -0.689 0.418
H 1.170 -1.382 -1.957 -0.304 0.212 1.422
H 0.950 -2.915 -1.514 -0.506 -1.110 0.474
H 1.690 -1.900 -0.250 -1.041 0.109 -0.848
```
Forces are in eV/Å.

Output
Charge ... 0
Structure (SMILES) ... C=C1C(=O)N1/[N+]([O-])=C\C
Energy relative to the best compared isomer or geometry (same formula, charge and spin) ... 151.9 kcal/mol
E_LUMO ... -0.60 eV
Electronic energy ... -12351.0360 eV
HOMO-LUMO gap ... 7.945 eV

(11)
The following is a DFT calculation (the ωB97M-V functional and the def2-TZVPD basis) of a molecular structure, C5H6N2O2 in a non-equilibrium geometry.

Structure (XYZ):
```
15
Properties=species:S:1:pos:R:3:forces:R:3
C 1.441 1.503 0.120 -1.868 2.957 -0.760
C 2.518 -0.685 -0.012 4.357 -2.983 -1.456
C -0.107 1.424 -0.155 0.262 2.758 -1.174
C -0.360 -0.034 -0.366 -0.773 -0.921 -2.228
C 0.618 -0.645 0.626 0.822 -0.298 -2.943
N 1.506 -1.598 -0.074 0.940 -0.715 0.028
N 1.838 0.308 0.646 -2.563 -1.156 1.681
O 2.070 2.514 -0.031 0.449 -0.718 -0.048
O 3.687 -0.822 -0.332 -1.566 0.870 0.178
H -0.607 1.732 0.758 0.013 0.064 0.458
H -0.470 2.286 -0.907 1.045 -2.366 1.258
H -1.420 -0.279 -0.156 0.613 -0.126 -0.192
H -0.076 -0.437 -1.473 -0.719 1.129 2.662
H 0.213 -0.989 1.528 -0.277 -0.135 1.570
H 1.631 -2.594 -0.386 -0.734 1.640 0.968
```
Forces are in eV/Å.

Output
Charge ... 0
Energy relative to the best compared isomer or geometry (same formula, charge and spin) ... 32.2 kcal/mol
E_LUMO ... 0.66 eV
Electronic energy ... -12356.2242 eV
HOMO-LUMO gap ... 10.702 eV

(12)
The following is a DFT calculation (the ωB97M-V functional and the def2-TZVPD basis) of C5H6N2O2 in the gas phase in a non-equilibrium geometry.

Structure (XYZ):
```
15
Properties=species:S:1:pos:R:3:forces:R:3
C 0.807 -0.735 1.118 -0.375 -0.078 -0.227
C 0.338 0.257 0.292 3.531 4.754 1.358
C 1.331 1.513 0.717 -3.493 -4.829 -1.269
C 1.408 2.852 0.240 -0.021 0.389 -0.202
C -1.308 -0.799 -0.982 -0.243 -0.377 -0.059
N 1.814 -0.336 1.911 0.438 -0.173 0.485
N 2.080 0.916 1.661 -0.148 0.172 -0.241
O 2.240 3.660 0.604 0.024 0.026 0.067
O -0.589 0.374 -0.650 0.129 0.111 0.064
H 0.453 -1.746 1.203 0.011 -0.130 0.031
H 0.633 3.101 -0.506 0.085 0.065 0.014
H -0.640 -1.647 -1.150 0.082 0.075 -0.025
H -1.838 -0.571 -1.904 -0.029 -0.055 0.092
H -2.021 -1.066 -0.196 0.063 0.103 -0.036
H 2.814 1.374 2.184 -0.053 -0.052 -0.053
```
Forces are in eV/Å.

Output
Charge ... 0
Structure (SMILES) ... COc1cn[nH]c1C=O
Energy relative to the best compared isomer or geometry (same formula, charge and spin) ... 58.2 kcal/mol
E_LUMO (alpha / beta) ... 0.04 / 0.04 eV
Electronic energy ... -12355.0962 eV
HOMO-LUMO gap (alpha / beta) ... 8.574 / 8.574 eV